1.
{
  "formula": "C11H29AlAsBrCl4FKLi2NO3S",
  "method": "ωB97M-V with the def2-TZVPD basis set",
  "elements": ["C", "C", "O", "C", "N", "C", "C", "O", "As", "C", "C", "C", "Br", "H", "H", "H", "H", "H", "H", "H", "H", "H", "H", "H", "H", "H", "H", "H", "H", "H", "H", "H", "H", "H", "H", "Li", "C", "Cl", "Cl", "Cl", "H", "Li", "C", "S", "O", "C", "H", "H", "H", "H", "H", "H", "Cl", "K", "F", "Al"],
  "xyz": [[3.251, 1.420, 1.893], [3.210, 0.170, 0.979], [4.238, 0.276, 0.012], [3.402, -1.060, 1.884], [2.758, -2.269, 1.422], [1.487, -2.587, 2.028], [0.379, -1.661, 1.421], [-0.890, -2.229, 1.487], [-1.818, -2.025, -0.093], [-3.334, -0.984, 0.760], [-3.813, -1.396, 2.176], [-5.297, -0.939, 2.347], [-5.556, 0.901, 1.670], [4.158, 1.431, 2.490], [2.377, 1.376, 2.546], [3.131, 2.307, 1.276], [2.247, 0.217, 0.464], [3.820, 0.626, -0.780], [4.484, -1.249, 1.902], [3.108, -0.861, 2.911], [2.695, -2.305, 0.409], [1.244, -3.596, 1.694], [1.545, -2.520, 3.108], [0.366, -0.711, 1.973], [0.689, -1.428, 0.393], [-1.149, -0.654, -0.425], [-0.710, -2.782, -0.896], [-2.606, -3.365, 0.168], [-2.680, -1.828, -1.582], [-3.028, 0.055, 0.814], [-4.125, -1.085, -0.010], [-3.161, -0.898, 2.882], [-3.750, -2.488, 2.243], [-5.600, -0.931, 3.387], [-5.940, -1.601, 1.751], [-5.526, 1.884, -0.610], [7.386, -1.042, -0.818], [7.245, -2.124, -2.206], [7.607, -1.962, 0.673], [8.701, 0.105, -1.048], [6.463, -0.486, -0.730], [-5.439, -2.349, 0.384], [-1.003, 4.635, -3.058], [-2.347, 3.439, -3.294], [-3.144, 3.534, -2.054], [-1.363, 1.902, -3.257], [-1.425, 5.628, -3.033], [-0.497, 4.435, -2.113], [-0.294, 4.562, -3.888], [-0.829, 1.853, -2.263], [-0.685, 1.957, -4.110], [-2.017, 1.055, -3.364], [0.914, 1.125, -2.689], [-1.431, 7.164, -4.059], [-3.206, 0.569, -1.319], [-4.243, -1.207, -1.851]],
  "forces_ev_per_angstrom": [[-0.7, -0.6, 0.1], [0.2, 1.4, -0.1], [-0.4, -0.6, 0.2], [1.0, -0.9, -0.1], [-1.4, 1.6, 0.5], [0.9, -0.8, -0.7], [-0.7, 0.5, 0.0], [0.4, 0.1, 0.3], [0.9, -0.1, 0.0], [0.7, -0.2, 1.8], [-0.7, 0.4, -1.7], [1.5, -0.5, -0.3], [-0.4, -0.1, 0.8], [0.1, 0.2, -0.1], [0.1, 0.1, 0.2], [0.3, 0.1, 0.0], [-0.2, -0.4, 0.1], [0.3, 0.0, -0.3], [0.1, 0.2, 0.0], [-0.2, 0.0, 0.0], [0.5, -0.5, -0.1], [-0.3, -0.1, 0.3], [0.0, 0.0, 0.1], [0.3, 0.0, 0.1], [-0.2, -0.1, -0.1], [-0.1, 0.0, -0.1], [-0.2, 0.0, -0.1], [-0.3, 0.1, -0.1], [0.1, -0.4, -0.3], [-0.1, 0.0, -0.5], [-0.2, 0.3, 0.9], [0.0, -0.3, 0.3], [-0.1, 0.0, 0.6], [-0.4, 0.0, -0.1], [-0.7, 0.7, 1.0], [0.8, 0.0, -0.5], [0.1, 0.1, -0.1], [-0.1, 0.0, 0.0], [-0.1, 0.0, 0.1], [-0.1, 0.0, 0.0], [0.0, 0.0, 0.0], [0.1, -0.7, -0.6], [0.4, -0.7, 0.0], [0.1, -0.2, 0.1], [-0.5, 0.1, 0.3], [-0.1, 0.9, -0.1], [-0.2, -2.0, 1.3], [0.0, 0.0, 0.0], [0.0, -0.1, 0.1], [-0.6, 0.2, -0.4], [-0.2, 0.2, -0.1], [-0.3, -0.2, 0.1], [1.4, -0.6, 0.6], [-0.1, 2.6, -1.5], [-2.0, -1.3, -1.1], [1.2, 1.9, -0.5]],
  "nbo_charge": [-0.600, 0.094, -0.680, -0.283, -0.321, -0.248, -0.070, -0.793, 1.046, -0.686, -0.483, -0.345, -0.057, 0.240, 0.205, 0.229, 0.174, 0.488, 0.279, 0.229, 0.395, 0.253, 0.237, 0.202, 0.172, -0.079, -0.040, -0.115, -0.385, 0.272, 0.007, 0.274, 0.238, 0.287, 0.103, 0.963, -0.293, 0.022, 0.012, 0.040, 0.223, 0.890, -0.824, 1.301, -0.964, -0.808, 0.147, 0.274, 0.245, 0.294, 0.273, 0.267, -0.286, 0.995, -0.855, 0.846],
  "e_tot_ha": -8721.73301,
  "homo_energy_ev": -14.87,
  "charge": 3
}

---

2.
{
  "formula": "C20H19N3OSeSiSn",
  "method": "ωB97M-V with the def2-TZVPD basis set",
  "elements": ["Sn", "O", "C", "C", "Si", "C", "C", "C", "H", "H", "H", "H", "H", "H", "H", "H", "H", "H", "H", "Se", "N", "C", "C", "C", "C", "C", "C", "N", "H", "H", "H", "H", "N", "C", "C", "C", "C", "C", "C", "C", "C", "C", "H", "H", "H", "H"],
  "xyz": [[-0.436, -2.441, 1.343], [-1.476, -0.507, 4.443], [-0.967, -1.207, 3.744], [3.579, 1.900, -0.369], [3.643, 0.388, -1.527], [3.576, 0.575, -3.353], [5.260, -1.393, -0.889], [3.737, -1.316, -0.845], [4.352, 2.585, -0.601], [3.573, 1.665, 0.654], [2.656, 2.343, -0.745], [2.679, 0.082, -3.701], [4.436, 0.048, -3.742], [3.593, 1.648, -3.558], [5.621, -1.642, -1.864], [5.662, -2.008, -0.121], [5.768, -0.382, -0.754], [3.321, -1.341, 0.189], [3.357, -1.988, -1.569], [-3.360, -0.553, 0.566], [-2.584, -2.112, 1.129], [-3.511, -3.073, 1.041], [-3.404, -4.387, 1.498], [-4.491, -5.181, 1.321], [-5.677, -4.778, 0.638], [-5.801, -3.529, 0.173], [-4.755, -2.633, 0.440], [-4.793, -1.345, 0.140], [-2.534, -4.717, 1.993], [-4.432, -6.197, 1.676], [-6.492, -5.467, 0.457], [-6.631, -3.068, -0.353], [-0.384, 7.387, -0.827], [-0.393, 6.298, -0.471], [-0.305, 4.899, -0.148], [-0.901, 3.952, -0.967], [-0.815, 2.610, -0.638], [-0.129, 2.262, 0.553], [0.429, 3.210, 1.390], [0.374, 4.531, 1.013], [-0.137, 0.856, 0.923], [-0.147, -0.361, 0.921], [-1.542, 4.292, -1.780], [-1.306, 1.837, -1.227], [0.954, 2.890, 2.248], [0.832, 5.367, 1.555]],
  "forces_ev_per_angstrom": [[0.2, 0.1, 0.3], [-0.2, 0.4, 0.5], [0.2, -0.5, -0.6], [-0.4, -1.6, -2.4], [-0.1, 0.5, 1.2], [0.2, 0.5, 1.2], [0.8, 2.1, -0.1], [-0.4, 1.5, 0.7], [0.9, 0.8, -0.3], [-0.2, -0.3, 1.3], [-0.4, 0.3, 0.4], [-0.3, 0.0, -0.3], [0.3, 0.0, -0.5], [0.0, -0.2, -0.5], [0.1, -0.8, -0.5], [0.4, -0.6, 0.5], [-0.3, -0.6, 0.3], [0.2, -0.4, -0.9], [-0.9, -1.1, -0.1], [1.5, 0.5, 0.2], [-0.2, 0.4, 0.0], [-0.3, 0.7, -0.3], [-0.8, 0.0, -0.3], [0.1, -0.7, 0.0], [-0.4, -0.6, -0.2], [-0.4, 1.0, -0.2], [1.1, 0.6, 0.1], [-1.3, -0.6, -0.3], [0.8, -0.5, 0.5], [-0.1, -0.2, 0.1], [0.2, -0.2, 0.2], [-0.2, -0.6, 0.1], [-0.1, 0.3, 0.1], [0.2, -0.3, -0.4], [0.1, 0.2, 0.4], [-0.8, -0.2, -0.2], [0.4, 0.1, 0.8], [-1.0, -1.1, -0.3], [0.1, 0.3, -0.8], [0.1, 1.1, -0.1], [0.3, 0.4, -1.0], [-0.2, -0.1, 0.4], [0.4, -0.2, 0.0], [0.2, 0.2, 0.1], [0.4, -0.1, 0.9], [-0.1, -0.7, 0.2]],
  "nbo_charge": [1.272, -0.390, 0.518, -1.118, 1.917, -1.187, -0.622, -0.940, 0.285, 0.270, 0.273, 0.290, 0.293, 0.285, 0.240, 0.275, 0.205, 0.269, 0.264, 1.113, -0.907, 0.179, -0.275, -0.089, -0.194, -0.152, 0.091, -0.556, 0.231, 0.244, 0.254, 0.257, -0.217, 0.232, -0.127, -0.161, -0.173, -0.156, -0.173, -0.150, 0.014, -0.648, 0.252, 0.229, 0.232, 0.254],
  "e_tot_ha": -3917.56461,
  "homo_energy_ev": -14.24,
  "charge": 2,
  "relative_energy_kcal_mol": 0.0
}

---

3.
{
  "formula": "C26H32BN2",
  "method": "ωB97M-V with the def2-TZVPD basis set",
  "elements": ["C", "C", "N", "C", "C", "C", "C", "C", "C", "C", "C", "C", "C", "C", "C", "C", "C", "C", "H", "H", "H", "H", "H", "H", "H", "H", "H", "H", "H", "H", "H", "H", "H", "H", "C", "C", "C", "C", "C", "C", "C", "N", "B", "H", "C", "C", "H", "H", "H", "H", "H", "H", "H", "H", "H", "H", "H", "H", "H", "H", "H"],
  "xyz": [[-1.431, 1.294, -3.794], [-1.799, -0.122, -3.751], [-2.761, -0.601, -4.568], [-3.444, 0.192, -5.569], [-2.949, -1.967, -4.375], [-2.013, -2.398, -3.410], [-1.919, -3.770, -3.184], [-2.797, -4.643, -3.849], [-3.718, -4.176, -4.799], [-3.789, -2.807, -5.088], [-1.298, -1.189, -2.953], [-0.300, -1.043, -2.001], [0.118, -2.072, -1.086], [-0.827, -2.884, -0.421], [-0.427, -3.908, 0.426], [0.936, -4.161, 0.631], [1.892, -3.348, 0.006], [1.494, -2.295, -0.809], [-0.688, 1.488, -3.019], [-1.013, 1.555, -4.779], [-2.296, 1.958, -3.636], [-4.136, -0.472, -6.097], [-4.001, 1.015, -5.098], [-2.727, 0.617, -6.288], [-1.162, -4.150, -2.505], [-2.759, -5.714, -3.635], [-4.375, -4.872, -5.313], [-4.462, -2.391, -5.836], [0.255, -0.104, -2.009], [-1.888, -2.672, -0.569], [-1.184, -4.520, 0.925], [1.245, -5.001, 1.251], [2.956, -3.551, 0.150], [2.223, -1.641, -1.282], [2.176, 1.275, 5.861], [2.651, 2.513, 5.094], [2.449, 3.733, 5.991], [4.153, 2.355, 4.835], [1.905, 2.611, 3.762], [1.111, 3.694, 3.360], [0.458, 3.675, 2.127], [0.540, 2.621, 1.273], [-0.248, 2.596, -0.110], [-0.108, 1.465, -0.621], [1.326, 1.572, 1.641], [2.000, 1.549, 2.853], [2.356, 0.357, 5.295], [2.719, 1.196, 6.808], [1.109, 1.350, 6.091], [2.829, 4.645, 5.520], [1.397, 3.864, 6.261], [3.011, 3.585, 6.920], [4.547, 3.228, 4.308], [4.684, 2.269, 5.788], [4.367, 1.457, 4.250], [0.972, 4.575, 3.987], [-0.161, 4.523, 1.800], [-1.427, 2.810, 0.096], [0.228, 3.421, -0.868], [1.395, 0.741, 0.929], [2.603, 0.669, 3.077]],
  "forces_ev_per_angstrom": [[0.4, 0.6, 0.1], [-1.4, -0.3, -1.3], [1.1, 1.2, 0.9], [-0.3, 0.2, -0.3], [0.6, -0.8, 0.1], [-0.8, -0.3, -0.3], [-0.2, -0.1, 0.0], [0.1, 0.2, -0.1], [0.2, 0.5, 0.3], [0.0, -0.2, 0.2], [0.8, -0.7, 1.0], [-0.6, 0.2, -1.4], [0.5, -0.9, 1.0], [0.0, 0.3, -0.2], [0.1, 0.0, 0.1], [-0.2, 0.3, -0.4], [-0.1, -0.1, 0.1], [-0.7, 0.2, -0.2], [-0.1, 0.3, -0.1], [-0.1, -0.1, 0.3], [0.2, -0.3, 0.1], [0.2, 0.4, 0.1], [0.1, -0.3, -0.1], [-0.2, -0.2, 0.3], [-0.3, -0.1, -0.1], [0.1, 0.4, -0.1], [0.1, 0.1, 0.1], [0.1, -0.4, 0.2], [-0.1, -0.1, 0.2], [0.3, -0.1, 0.1], [0.3, 0.2, -0.2], [0.0, 0.3, -0.1], [-0.4, 0.1, 0.0], [0.0, -0.2, 0.1], [-0.2, -0.1, 0.0], [0.1, 0.1, 0.2], [0.0, 0.1, 0.0], [0.2, 0.1, -0.2], [-0.1, -0.1, -0.2], [-0.1, -0.1, -0.2], [0.1, -0.5, -0.2], [0.6, -0.1, 0.9], [-0.3, -0.3, -0.8], [0.0, 0.4, 0.4], [-0.3, 0.5, 0.1], [-0.1, -0.1, -0.3], [-0.1, 0.0, 0.1], [0.0, 0.0, -0.1], [0.1, -0.1, 0.0], [-0.1, 0.0, 0.1], [0.1, 0.1, -0.1], [-0.1, 0.0, -0.2], [0.0, -0.1, 0.0], [-0.1, 0.0, -0.1], [0.0, 0.1, 0.0], [0.1, -0.3, -0.1], [0.3, -0.6, 0.1], [0.2, 0.0, 0.1], [0.0, 0.0, 0.2], [-0.1, 0.5, 0.3], [-0.2, 0.3, 0.0]],
  "nbo_charge": [-0.694, 0.389, -0.284, -0.421, 0.107, -0.016, -0.195, -0.202, -0.178, -0.218, -0.112, 0.054, -0.171, -0.167, -0.207, -0.158, -0.234, -0.105, 0.269, 0.257, 0.264, 0.234, 0.233, 0.231, 0.234, 0.233, 0.235, 0.225, 0.242, 0.230, 0.233, 0.233, 0.233, 0.216, -0.594, -0.101, -0.608, -0.594, 0.080, -0.248, 0.103, -0.390, -0.217, -0.099, 0.069, -0.197, 0.206, 0.222, 0.216, 0.215, 0.214, 0.225, 0.217, 0.222, 0.206, 0.241, 0.235, -0.030, -0.030, 0.224, 0.221],
  "e_tot_ha": -1144.08886,
  "homo_energy_ev": -11.60,
  "charge": 1,
  "relative_energy_kcal_mol": 0.0
}